DFT (wB97M-V/def2-TZVPD) results for C37H38Cl2CrO2P2 as an isolated structure.

ORCA input file:
```
! wB97M-V def2-TZVPD RIJCOSX def2/J DEFGRID3
* xyz 0 5
Cr 0.2440 0.4306 4.9866
Cl -0.6656 0.4551 9.5784
Cl 2.2311 0.8468 9.6088
P 1.7573 0.4144 -3.6332
P -0.0952 -2.0392 -3.2453
O 1.0616 0.7331 6.8080
O 0.6451 -1.4597 7.1471
C -2.4495 0.5043 3.6282
C -0.7788 -3.2436 -4.4693
C 3.4734 2.0434 -7.6829
C -2.1411 2.3665 5.8783
C -2.3398 1.0886 6.6893
C -0.4997 2.1161 3.8832
C -0.0809 -4.4552 -4.6508
C -0.7616 -1.3745 -0.6720
C 0.9449 2.8274 -2.4004
C 2.4631 0.3009 -6.3352
C 2.3779 4.0702 -0.8772
C -1.7335 -0.3600 4.6372
C 3.3335 3.0482 -0.9464
C 1.9258 1.8384 -2.5138
C 0.8949 -0.3045 7.5454
C -2.4345 -3.9723 -6.0906
C 0.9090 -0.1735 9.0934
C -1.0810 -2.2698 -1.7202
C 2.5369 1.1164 -5.1924
C -1.7836 -0.1358 6.0175
C 1.1928 3.9523 -1.5991
C -0.7579 2.4036 5.2400
C -1.5330 1.5422 2.9398
C -2.1221 -3.1925 -1.5709
C 3.1060 1.9255 -1.7411
C -0.5754 -5.4291 -5.5232
C 0.0285 0.5460 -4.1308
C -1.7687 -5.1987 -6.2201
C 3.1418 2.3823 -5.3007
C 3.5838 2.8535 -6.5481
C -2.4628 -2.4022 0.7075
C -2.8162 -3.2431 -0.3571
C -1.9094 -2.9854 -5.2566
C -1.4426 -1.4604 0.5359
C -0.8092 -0.4942 -3.8764
C 2.9154 0.7623 -7.5738
C 1.8508 -0.5321 4.2688
H -0.0338 -6.3691 -5.6542
H 0.3726 2.5715 3.3740
H -2.8784 -0.1534 2.8588
H 2.0191 -0.6938 -6.2539
H 4.2605 3.1262 -0.3894
H -2.3969 -3.8624 -2.3961
H 1.6519 -0.8876 3.2410
H 0.8461 -4.6295 -4.1040
H 3.8281 2.4048 -8.6502
H -3.6439 -3.9446 -0.2403
H 2.7171 0.1542 4.2674
H 0.0090 -0.6120 -0.8296
H -2.1767 2.3261 2.5158
H -0.2600 1.4818 -4.6332
H 4.0218 3.8538 -6.6309
H -0.1164 3.1029 5.8051
H 2.8259 0.1321 -8.4613
H 0.4303 4.7303 -1.5539
H 3.2648 3.0162 -4.4211
H -1.0328 1.0726 2.0788
H -1.4343 -1.3601 4.2601
H -1.7935 1.2311 7.6357
H -2.9368 2.4657 5.1281
H -1.9083 -0.4480 -3.9843
H -1.6804 -1.0000 6.6731
H -0.0023 2.7337 -2.9346
H 2.1093 -1.4040 4.8988
H 3.8414 1.1189 -1.7919
H -2.2387 3.2344 6.5528
H 0.9962 -1.1753 9.5071
H -3.3902 0.9865 7.0068
H -1.1741 -0.7856 1.3492
H 2.5576 4.9480 -0.2531
H -2.9924 -2.4598 1.6584
H -2.1784 -5.9752 -6.8705
H -3.3152 1.0107 4.0610
H -2.3877 -2.0059 -5.2400
H -3.3559 -3.7773 -6.6459
*
```

Results
HOMO energy (spin up / spin down) ... -7.3 / -7.6 eV
Relative energy (zero: lowest compared OMol25 entry of this formula, charge and spin) ... 0.0 kJ/mol

=====

DFT (wB97M-V/def2-TZVPD) results for C3H5NO7S2 as an isolated structure.

ORCA input file:
```
! wB97M-V def2-TZVPD RIJCOSX def2/J DEFGRID3
* xyz -2 3
S 1.0116 -1.3930 -0.1568
S 1.8573 1.1261 0.2854
O 2.0832 2.1421 1.3061
O -2.9204 0.8702 -1.5954
O 1.5366 -1.2357 -1.5397
O 3.2789 0.2822 0.2729
O 2.0636 -1.8935 0.8073
O 1.6410 1.7592 -0.9881
O -0.1491 -2.2437 -0.1109
N -1.0664 1.2193 -0.3603
C -2.4433 -0.4507 0.4885
C -2.2113 0.6775 -0.5981
C 0.6247 0.0170 0.8041
H -3.3642 -0.8586 0.3140
H -2.3550 0.0095 1.4152
H -0.7024 1.8885 -1.0313
H 2.8497 -0.6869 0.5150
H -1.7345 -1.2295 0.1719
*
```

Results
HOMO energy (spin up / spin down) ... -0.8 / -1.8 eV

=====

DFT (wB97M-V/def2-TZVPD) results for C27H39BN8O2RuS3 as an isolated structure.

ORCA input file:
```
! wB97M-V def2-TZVPD RIJCOSX def2/J DEFGRID3
* xyz 1 2
Ru 0.1506 0.2517 0.7479
S -0.2857 2.6998 0.6448
S 2.2368 -0.0650 -0.5340
S -1.8505 -0.5311 -0.5458
O 0.2092 -2.0577 1.3792
O 0.1542 -0.0510 2.9961
N 0.3636 0.0466 -2.5011
N 2.1865 3.5325 -0.2601
N 0.0647 -1.2193 3.4708
N 1.1302 -1.9928 -2.1634
N 0.0986 -2.2032 2.6620
N -1.4619 1.7520 -1.9852
N -3.4001 1.6833 -0.9449
N 0.9930 2.3997 -1.7241
C -0.0324 -3.5130 3.1788
C -2.2434 1.0192 -1.1675
C -5.6092 2.3069 -0.0860
C -5.0972 -0.0479 -0.6840
C 0.0326 -5.0689 4.9909
C 2.7558 4.2393 0.9037
C 1.8786 -3.2046 -1.7799
C -0.5285 -5.8183 2.7752
C -0.3347 -6.0845 4.1209
C 1.7395 4.4069 2.0247
C 2.6385 -3.0338 -0.4724
C -3.9982 1.0465 1.3341
C 0.2193 -2.0412 -3.1837
C -0.3585 -4.5347 2.2941
C 3.2115 5.6234 0.4274
C -2.1409 2.9026 -2.2688
C -3.3322 2.8665 -1.6266
C 1.1963 -0.7060 -1.7444
C 2.1888 2.7174 -2.3055
C 3.9525 3.4247 1.4030
C 0.1760 -3.7738 4.5298
C 2.8561 -3.5091 -2.9173
C -0.2544 -0.7916 -3.3839
C 2.9226 3.4086 -1.4088
C -4.5167 1.2387 -0.0934
C 1.0180 2.8802 -0.4604
C 0.8765 -4.3525 -1.6163
B -0.0235 1.5484 -2.5169
H 3.5870 -2.7105 -3.0205
H 3.4451 -2.3121 -0.5685
H -5.9967 2.4790 -1.0876
H -0.8190 -6.6124 2.1053
H -3.5328 1.9629 1.6931
H -5.4024 0.1213 -1.7145
H -4.1075 3.5998 -1.6123
H 3.3854 -4.4316 -2.7001
H 2.3323 -3.6286 -3.8626
H 3.0750 -3.9888 -0.1921
H -0.0371 -2.9481 -3.6853
H 1.3769 -5.1993 -1.1575
H 4.3763 3.9132 2.2762
H 3.9107 3.8017 -1.4964
H 4.0555 5.5614 -0.2533
H -0.9754 -0.4303 -4.0860
H 0.4503 -2.9684 5.1907
H 0.2084 -5.2858 6.0327
H -5.9705 -0.3507 -0.1148
H 4.7290 3.3508 0.6454
H -4.8262 0.7974 1.9903
H 2.4230 2.4129 -3.3037
H 2.1855 4.9971 2.8206
H -4.3768 -0.8598 -0.6632
H -3.2654 0.2435 1.3995
H -0.4868 -4.3010 1.2477
H -6.4327 1.9598 0.5330
H 1.9617 -2.7196 0.3212
H 0.4700 -4.6884 -2.5660
H -0.4719 -7.0852 4.4974
H 0.8528 4.9292 1.6715
H 3.5246 6.2132 1.2838
H 1.4496 3.4439 2.4422
H -1.7267 3.6556 -2.9069
H -5.2467 3.2418 0.3339
H -0.0002 1.9163 -3.6443
H 3.6429 2.4183 1.6812
H 2.3950 6.1453 -0.0669
H 0.0589 -4.0421 -0.9710
*
```

Results
HOMO energy (spin up / spin down) ... -10.5 / -10.6 eV
Relative energy (zero: lowest compared OMol25 entry of this formula, charge and spin) ... 150.1 kJ/mol

=====

DFT (wB97M-V/def2-TZVPD) results for one molecule with the formula C5H10O2.

ORCA input file:
```
! wB97M-V def2-TZVPD RIJCOSX def2/J DEFGRID3
* xyz 0 1
O -0.5072 2.0706 -0.6551
O 0.0806 -0.8638 -0.0456
C 1.4999 -1.1278 -1.9815
C -0.9629 -0.5624 2.0763
C 0.3244 -0.5639 -1.2757
C -0.2194 1.3881 0.5636
C -0.7088 -0.0170 0.6977
H 1.7857 -0.4271 -2.7723
H -0.0532 -0.7742 2.6650
H -0.5878 1.9727 1.4146
H 0.8876 1.3880 0.6108
H 2.3563 -1.2432 -1.3151
H -1.5380 0.1681 2.6514
H -1.5744 -1.4710 2.0636
H -1.4664 2.0548 -0.7262
H 1.2884 -2.0885 -2.4664
H -0.3291 0.1571 -1.7456
*
```

Results
HOMO energy (spin up / spin down) ... -6.7 / -7.5 eV
Relative energy (zero: lowest compared OMol25 entry of this formula, charge and spin) ... 450.2 kJ/mol

=====

The strongest force on any atom results, record by record, are as follows: 0.043; 0.076; 0.046; 0.034 Eh/bohr.